<A>
C40H43BCdF10N11O6PS3 as an isolated structure, computed with the ωB97M-V functional and the def2-TZVPD basis.

Geometry as XYZ:
```
116
Properties=species:S:1:pos:R:3
Cd -0.950 -1.639 0.764
N -0.141 3.197 -6.749
C -0.728 2.560 -5.640
C -1.426 1.366 -5.801
C -2.032 0.750 -4.719
C -1.942 1.316 -3.450
C -1.270 2.520 -3.292
C -0.663 3.136 -4.377
S -2.798 0.615 -2.047
O -4.048 0.114 -2.550
O -2.835 1.689 -1.081
N -1.881 -0.528 -1.380
C -1.732 -1.736 -2.009
N -1.199 -2.683 -1.198
C -1.094 -3.931 -1.632
C -1.451 -4.269 -2.920
C -1.895 -3.227 -3.715
N -2.036 -1.980 -3.292
H 0.087 2.572 -7.506
H 0.636 3.794 -6.515
H -1.496 0.917 -6.787
H -2.569 -0.180 -4.834
H -1.237 2.973 -2.309
H -0.128 4.072 -4.241
H -0.703 -4.654 -0.923
H -1.388 -5.287 -3.274
H -2.157 -3.400 -4.756
C 6.030 -0.746 -1.417
C 5.700 0.405 -0.506
C 6.587 1.456 -0.323
C 6.288 2.532 0.504
C 5.059 2.559 1.145
C 4.148 1.526 0.975
C 4.465 0.434 0.164
N 3.596 -0.641 -0.032
C 2.276 -0.719 0.486
N 2.288 -0.702 1.843
C 1.289 -0.702 2.859
C -0.061 -0.954 2.623
C -0.890 -0.920 3.753
C -0.423 -0.644 5.030
C 0.930 -0.407 5.218
C 1.803 -0.433 4.141
C 3.277 -0.194 4.370
N 1.267 -0.827 -0.285
C 1.495 -0.832 -1.678
C 1.607 -2.050 -2.342
C 1.770 -2.084 -3.721
C 1.830 -0.898 -4.440
C 1.743 0.316 -3.767
C 1.581 0.372 -2.387
C 1.512 1.681 -1.651
H 7.050 -0.663 -1.789
H 5.359 -0.777 -2.283
H 5.929 -1.704 -0.898
H 7.539 1.425 -0.842
H 7.000 3.336 0.636
H 4.791 3.396 1.779
H 3.174 1.577 1.449
H 3.678 -1.105 -0.923
H 3.225 -0.774 2.197
H -1.946 -1.133 3.630
H -1.105 -0.626 5.873
H 1.320 -0.193 6.208
H 3.458 0.023 5.423
H 3.661 0.648 3.787
H 3.876 -1.076 4.116
H 1.537 -2.960 -1.754
H 1.833 -3.039 -4.230
H 1.929 -0.915 -5.519
H 1.779 1.247 -4.323
H 1.415 2.511 -2.350
H 2.410 1.842 -1.048
H 0.663 1.688 -0.964
C -0.679 5.003 2.944
N -0.746 3.846 3.833
C -2.125 3.346 3.827
N -2.641 3.042 2.501
C -2.519 4.223 1.658
N -1.156 4.769 1.584
C -0.266 3.825 0.883
P -0.118 2.142 1.679
C 0.185 2.788 3.401
C -1.954 1.888 1.900
H 0.358 5.348 2.896
H -1.289 5.798 3.383
H -2.759 4.118 4.274
H -2.175 2.446 4.442
H -3.169 5.005 2.061
H -2.852 3.967 0.651
H 0.731 4.271 0.807
H -0.640 3.683 -0.136
H 1.209 3.171 3.470
H 0.108 1.943 4.088
H -2.106 1.010 2.528
H -2.395 1.669 0.928
F 1.323 -4.897 2.562
B 0.530 -4.578 1.458
F 0.254 -5.726 0.684
F -0.702 -3.997 1.877
F 1.196 -3.630 0.629
F -6.855 -1.561 1.227
C -5.691 -1.372 0.602
F -5.439 -0.065 0.567
F -5.787 -1.818 -0.639
S -4.319 -2.231 1.565
O -3.340 -1.172 1.742
O -4.946 -2.756 2.745
N -3.695 -3.313 0.586
S -4.512 -4.671 0.361
O -3.996 -5.363 -0.783
O -5.935 -4.509 0.490
C -4.020 -5.772 1.798
F -3.315 -6.808 1.336
F -3.292 -5.141 2.701
F -5.123 -6.251 2.382
```

Calculated values
Gap between HOMO and LUMO in eV: 7.1200
Net charge: -2


<B>
C40H43BCdF10N11O6PS3 as an isolated structure, computed with the ωB97M-V functional and the def2-TZVPD basis.

Geometry as XYZ:
```
116
Properties=species:S:1:pos:R:3
Cd 0.617 -0.858 0.334
N -1.584 7.023 -0.202
C -1.335 5.862 0.546
C -0.257 5.035 0.231
C -0.009 3.894 0.972
C -0.843 3.563 2.030
C -1.893 4.394 2.375
C -2.139 5.545 1.641
S -0.580 2.025 2.922
O -1.641 1.941 3.900
O 0.758 2.126 3.426
N -0.603 0.877 1.801
C -1.747 0.285 1.414
N -1.681 -0.866 0.831
C -2.921 -1.281 0.181
C -4.015 -1.180 1.223
C -4.024 -0.047 1.904
N -3.032 0.936 1.614
H -1.213 6.991 -1.138
H -2.549 7.312 -0.181
H 0.368 5.290 -0.619
H 0.821 3.239 0.733
H -2.515 4.106 3.213
H -2.965 6.197 1.902
H -2.781 -2.304 -0.170
H -4.685 -2.004 1.431
H -4.725 0.203 2.694
C -2.386 3.542 -5.008
C -1.006 4.039 -4.676
C -0.455 5.130 -5.331
C 0.828 5.576 -5.044
C 1.567 4.933 -4.065
C 1.035 3.851 -3.384
C -0.244 3.373 -3.696
N -0.800 2.278 -3.055
C -0.202 1.143 -2.477
N 1.073 0.917 -2.856
C 1.982 -0.141 -2.561
C 1.966 -0.866 -1.365
C 2.917 -1.889 -1.269
C 3.865 -2.134 -2.246
C 3.892 -1.349 -3.384
C 2.944 -0.355 -3.565
C 2.967 0.466 -4.833
N -0.906 0.351 -1.763
C -2.101 0.715 -1.180
C -2.293 1.872 -0.528
C -3.406 1.894 0.492
C -4.649 1.426 -0.236
C -4.530 0.353 -0.999
C -3.198 -0.356 -1.112
C -3.170 -1.200 -2.387
H -2.802 4.085 -5.856
H -3.064 3.668 -4.158
H -2.360 2.478 -5.254
H -1.035 5.637 -6.094
H 1.245 6.422 -5.576
H 2.563 5.276 -3.816
H 1.596 3.379 -2.590
H -1.804 2.251 -2.969
H 1.345 1.455 -3.660
H 2.920 -2.520 -0.391
H 4.583 -2.937 -2.122
H 4.652 -1.510 -4.141
H 3.781 0.124 -5.472
H 3.133 1.530 -4.630
H 2.035 0.362 -5.398
H -1.546 2.650 -0.514
H -3.543 2.887 0.922
H -5.581 1.964 -0.107
H -5.370 -0.066 -1.543
H -3.963 -1.950 -2.363
H -2.217 -1.716 -2.480
H -3.311 -0.562 -3.264
C -1.431 -5.554 2.645
N -0.212 -5.863 1.911
C 0.863 -6.137 2.850
N 1.082 -5.070 3.819
C -0.173 -4.813 4.514
N -1.284 -4.486 3.628
C -1.072 -3.189 2.980
P 0.440 -3.136 1.884
C 0.134 -4.762 1.009
C 1.595 -3.863 3.167
H -1.751 -6.460 3.173
H -2.202 -5.270 1.926
H 1.788 -6.304 2.294
H 0.613 -7.053 3.399
H -0.022 -3.994 5.220
H -0.444 -5.721 5.064
H -0.947 -2.424 3.751
H -1.955 -2.934 2.392
H 1.034 -5.023 0.448
H -0.673 -4.639 0.289
H 1.801 -3.098 3.918
H 2.538 -4.109 2.676
F -1.916 -4.491 -1.733
B -0.708 -3.916 -2.192
F 0.300 -4.886 -2.209
F -0.902 -3.380 -3.473
F -0.351 -2.869 -1.294
F 4.619 -3.616 1.086
C 5.080 -2.863 2.098
F 4.926 -3.581 3.220
F 6.397 -2.702 1.906
S 4.192 -1.196 2.201
O 2.861 -1.537 1.756
O 4.992 -0.367 1.351
N 4.457 -0.984 3.736
S 3.435 -0.319 4.751
O 2.055 -0.422 4.401
O 3.807 -0.671 6.091
C 4.116 1.424 4.608
F 3.694 2.304 5.508
F 4.005 1.918 3.380
F 5.446 1.277 4.846
```

Calculated values
Gap between HOMO and LUMO in eV: 6.7412
Net charge: -2


The structure shown above that is least stable: <B>.